No. 1
{"formula": "C4H6O2", "method": "ωB97M-V with the def2-TZVPD basis set", "homo_energy_ev": -9.058, "relative_energy_kj_mol": 212.7, "lumo_ev": 0.639, "gap_ha": 0.35634, "total_charge": 0, "e_tot_ev": -8338.2569, "elements": ["C", "C", "C", "O", "C", "O", "H", "H", "H", "H", "H", "H"], "coordinates": [[-0.525, -0.077, 1.673], [0.060, 0.821, 0.609], [0.825, -1.022, -1.793], [1.120, -0.314, -2.721], [-0.673, 1.386, -0.326], [-1.335, 1.872, -1.157], [-0.035, -1.057, 1.673], [-0.407, 0.357, 2.672], [-1.594, -0.240, 1.508], [1.117, 1.069, 0.603], [-0.197, -1.431, -1.658], [1.560, -1.323, -1.020]], "nbo_charge": [-0.603, -0.566, 0.276, -0.504, 0.722, -0.449, 0.211, 0.218, 0.219, 0.262, 0.109, 0.106]}

***

No. 2
{"formula": "C4H6O2", "method": "ωB97M-V with the def2-TZVPD basis set", "homo_energy_ev": -9.822, "relative_energy_kj_mol": 193.8, "lumo_ev": 0.890, "gap_ha": 0.39365, "total_charge": 0, "e_tot_ev": -8338.4527, "elements": ["O", "C", "C", "C", "C", "O", "H", "H", "H", "H", "H", "H"], "coordinates": [[2.499, -0.513, -0.293], [1.820, 0.155, 0.449], [0.389, 0.490, 0.112], [-0.405, -0.505, -0.725], [-1.537, -0.087, 0.216], [-0.575, 0.411, 1.175], [2.239, 0.602, 1.373], [0.385, 1.509, -0.313], [-0.067, -1.524, -0.521], [-0.494, -0.340, -1.799], [-2.197, -0.855, 0.629], [-2.136, 0.742, -0.186]], "nbo_charge": [-0.504, 0.428, -0.008, -0.436, -0.061, -0.518, 0.120, 0.186, 0.221, 0.217, 0.188, 0.167]}

***

No. 3
{"formula": "C4H6O2", "method": "ωB97M-V with the def2-TZVPD basis set", "homo_energy_ev": -8.452, "relative_energy_kj_mol": 482.3, "lumo_ev": 0.613, "gap_ha": 0.33316, "total_charge": 0, "e_tot_ev": -8335.4629, "elements": ["C", "C", "C", "C", "O", "O", "H", "H", "H", "H", "H", "H"], "coordinates": [[-0.066, -0.832, -0.107], [3.081, 1.062, -0.260], [-2.780, -0.273, 0.475], [-1.423, -0.689, -0.034], [1.974, 0.716, -0.598], [-2.103, 0.267, -0.748], [0.360, -0.817, -1.082], [0.532, -1.326, 0.756], [3.747, 0.250, 0.267], [3.341, 2.049, -0.108], [-3.629, -0.897, 0.287], [-3.036, 0.489, 1.152]], "nbo_charge": [-0.469, 0.280, -0.132, 0.261, -0.489, -0.484, 0.230, 0.208, 0.095, 0.118, 0.188, 0.194]}

***

No. 4
{"formula": "C4H6O2", "method": "ωB97M-V with the def2-TZVPD basis set", "homo_energy_ev": [-8.852, -8.852], "relative_energy_kj_mol": 479.1, "lumo_ev": [0.349, 0.349], "gap_ha": [0.33814, 0.33816], "total_charge": 0, "e_tot_ev": -8335.4956, "elements": ["O", "C", "C", "C", "C", "O", "H", "H", "H", "H", "H", "H"], "coordinates": [[-0.953, -1.432, -1.440], [-0.422, -0.242, -1.415], [1.362, 0.422, 1.216], [0.508, -0.461, 1.719], [-1.165, 0.950, -1.225], [-1.640, 1.104, -2.355], [-0.320, -1.973, -1.943], [1.911, 1.113, 1.851], [1.542, 0.487, 0.146], [0.322, -0.533, 2.786], [-0.038, -1.157, 1.087], [-1.106, 1.723, -0.427]], "nbo_charge": [-0.613, 0.230, -0.394, -0.398, 0.233, -0.516, 0.507, 0.196, 0.205, 0.197, 0.189, 0.164]}

***

No. 5
{"formula": "C4H6O2", "method": "ωB97M-V with the def2-TZVPD basis set", "homo_energy_ev": -9.741, "relative_energy_kj_mol": 329.2, "lumo_ev": 1.084, "gap_ha": 0.39780, "total_charge": 0, "e_tot_ev": -8337.0496, "elements": ["C", "C", "O", "C", "O", "C", "H", "H", "H", "H", "H", "H"], "coordinates": [[-1.399, -0.150, -1.164], [-1.099, 0.050, 0.273], [-0.135, -0.766, 0.924], [1.148, -0.220, 0.971], [1.751, -0.153, -0.296], [-0.736, 0.925, -0.863], [-1.833, -0.795, -1.914], [1.529, -0.983, -0.739], [-1.879, 0.323, 0.986], [1.143, 0.815, 1.339], [1.724, -0.865, 1.648], [-0.213, 1.819, -1.164]], "nbo_charge": [-0.203, 0.031, -0.548, 0.227, -0.729, -0.173, 0.228, 0.470, 0.171, 0.143, 0.151, 0.233]}

***

No. 6
{"formula": "C4H6O2", "method": "ωB97M-V with the def2-TZVPD basis set", "homo_energy_ev": -8.926, "relative_energy_kj_mol": 162.8, "lumo_ev": 0.961, "gap_ha": 0.36333, "total_charge": 0, "e_tot_ev": -8338.7741, "elements": ["O", "C", "C", "C", "C", "O", "H", "H", "H", "H", "H", "H"], "coordinates": [[-1.068, -1.494, -1.037], [-0.819, -0.597, -1.748], [-0.576, 0.390, -2.576], [0.122, -0.414, 1.919], [0.947, 0.581, 1.154], [0.927, 0.719, -0.048], [0.131, 1.150, -2.274], [-1.073, 0.415, -3.536], [-0.454, 0.106, 2.693], [-0.545, -0.962, 1.251], [0.791, -1.113, 2.435], [1.617, 1.220, 1.768]], "nbo_charge": [-0.495, 0.743, -0.792, -0.731, 0.457, -0.543, 0.280, 0.257, 0.234, 0.249, 0.238, 0.105]}

***

No. 7
{"formula": "C4H6O2", "method": "ωB97M-V with the def2-TZVPD basis set", "homo_energy_ev": [-7.795, -7.024], "relative_energy_kj_mol": 437.3, "lumo_ev": [0.942, 0.237], "gap_ha": [0.32108, 0.26684], "total_charge": 0, "e_tot_ev": -8335.9287, "elements": ["O", "C", "O", "C", "C", "C", "H", "H", "H", "H", "H", "H"], "coordinates": [[-1.549, -0.714, -0.044], [-1.484, -0.016, -1.056], [-0.593, 0.931, -1.204], [0.372, 1.201, -0.268], [0.485, -1.087, 0.583], [0.728, 0.313, 0.900], [-2.081, -0.155, -1.961], [1.171, 1.734, -0.779], [-0.007, -1.769, 1.266], [0.917, -1.527, -0.311], [0.236, 0.601, 1.835], [1.805, 0.488, 1.038]], "nbo_charge": [-0.567, 0.598, -0.462, 0.104, -0.260, -0.561, 0.137, 0.165, 0.196, 0.174, 0.234, 0.241]}

***

No. 8
{"formula": "C4H6O2", "method": "ωB97M-V with the def2-TZVPD basis set", "homo_energy_ev": -10.365, "relative_energy_kj_mol": 286.0, "lumo_ev": 1.075, "gap_ha": 0.42042, "total_charge": 0, "e_tot_ev": -8337.4971, "elements": ["C", "O", "C", "C", "C", "O", "H", "H", "H", "H", "H", "H"], "coordinates": [[-1.399, 0.491, -0.768], [-1.463, 0.997, 0.556], [-0.199, 0.984, -0.091], [0.848, 0.111, 0.524], [0.895, -1.345, 0.417], [1.751, -0.528, -0.368], [-1.599, -0.577, -0.885], [-1.858, 1.129, -1.522], [0.178, 1.979, -0.349], [1.321, 0.561, 1.400], [0.132, -1.904, -0.125], [1.394, -1.899, 1.211]], "nbo_charge": [-0.104, -0.482, 0.030, 0.030, -0.104, -0.481, 0.184, 0.186, 0.188, 0.187, 0.183, 0.186]}

***

Repeat the seventh record exactly.
{"formula": "C4H6O2", "method": "ωB97M-V with the def2-TZVPD basis set", "homo_energy_ev": [-7.795, -7.024], "relative_energy_kj_mol": 437.3, "lumo_ev": [0.942, 0.237], "gap_ha": [0.32108, 0.26684], "total_charge": 0, "e_tot_ev": -8335.9287, "elements": ["O", "C", "O", "C", "C", "C", "H", "H", "H", "H", "H", "H"], "coordinates": [[-1.549, -0.714, -0.044], [-1.484, -0.016, -1.056], [-0.593, 0.931, -1.204], [0.372, 1.201, -0.268], [0.485, -1.087, 0.583], [0.728, 0.313, 0.900], [-2.081, -0.155, -1.961], [1.171, 1.734, -0.779], [-0.007, -1.769, 1.266], [0.917, -1.527, -0.311], [0.236, 0.601, 1.835], [1.805, 0.488, 1.038]], "nbo_charge": [-0.567, 0.598, -0.462, 0.104, -0.260, -0.561, 0.137, 0.165, 0.196, 0.174, 0.234, 0.241]}